Record 1
# C38H73AsBCrN6O3S2

C38H73AsBCrN6O3S2 as an isolated structure at a distorted geometry (ωB97M-V/def2-TZVPD, the OMol25 dataset).

The geometry in ORCA input format:
```
! wB97M-V def2-TZVPD RIJCOSX def2/J DEFGRID3
* xyz 2 2
Cr -0.0322 0.0268 -0.0350
C 4.0349 0.7614 -2.9118
C 3.3467 1.5074 -1.7570
C 2.1853 2.3156 -2.3258
C 3.1195 0.5226 -0.6301
C 4.2714 0.0112 -0.0345
C 3.8637 -0.9321 0.8882
C 4.7939 -1.7567 1.7190
C 5.5411 -0.8611 2.7111
C 5.8172 -2.4660 0.8228
N 2.5166 -0.9508 0.8579
N 2.0477 -0.0659 -0.0644
B 1.5775 -1.8787 1.6489
N 0.6326 -1.0549 2.5452
N -0.1993 -0.1097 2.0326
C -0.8445 0.4648 3.0613
C -0.4195 -0.1480 4.2391
C 0.5227 -1.0939 3.8893
C 1.1233 -1.9987 4.9288
C 0.4482 -3.3719 4.8461
C 2.6477 -2.0903 4.9795
C -1.8888 1.5433 3.2305
C -1.2857 2.6751 4.0768
C -2.5833 2.1352 2.0051
N 0.7668 -2.6861 0.6237
N -0.0871 -2.0258 -0.1924
C -0.6571 -2.9376 -1.0030
C -0.1459 -4.1888 -0.6877
C 0.7695 -4.0017 0.3344
C 1.6563 -5.1250 0.7822
C 1.6366 -5.4800 2.2641
C 3.0865 -4.8736 0.3037
C -1.6258 -2.7655 -2.1322
C -0.9046 -3.0830 -3.4512
C -2.8115 -3.7247 -1.9609
H 4.2882 1.4653 -3.7006
H 4.9508 0.2771 -2.5869
H 3.3700 0.0027 -3.3205
H 4.0782 2.2180 -1.3499
H 1.7685 1.8024 -3.1921
H 1.4034 2.4532 -1.5900
H 2.5460 3.2887 -2.6546
H 5.2795 0.2991 -0.2514
H 4.2341 -2.5064 2.2763
H 6.0584 -0.0696 2.1773
H 4.8656 -0.4153 3.4344
H 6.2807 -1.4478 3.2480
H 6.5104 -1.7486 0.3955
H 6.3907 -3.1722 1.4165
H 5.3438 -3.0081 0.0095
H 2.1943 -2.5984 2.3265
H -0.7685 0.0658 5.2292
H 0.8241 -1.5479 5.8800
H 0.5155 -3.7751 3.8447
H 0.9221 -4.0636 5.5354
H -0.6035 -3.2923 5.1096
H 3.0660 -2.6317 4.1409
H 3.0858 -1.0957 5.0078
H 2.9418 -2.6111 5.8878
H -2.6534 1.0726 3.8629
H -0.4169 3.1049 3.5869
H -2.0343 3.4500 4.2225
H -0.9782 2.3179 5.0543
H -2.2093 3.1363 1.8125
H -2.4323 1.5214 1.1253
H -3.6511 2.2296 2.1959
H -0.3944 -5.1212 -1.1484
H 1.2712 -5.9968 0.2414
H 2.1619 -4.7438 2.8622
H 0.6146 -5.5790 2.6191
H 2.1332 -6.4377 2.3995
H 3.5141 -4.0258 0.8247
H 3.6914 -5.7532 0.5045
H 3.1018 -4.6759 -0.7654
H -1.9820 -1.7301 -2.1676
H -0.5445 -4.1080 -3.4552
H -1.5898 -2.9615 -4.2875
H -0.0493 -2.4252 -3.5923
H -2.4856 -4.7562 -2.0629
H -3.2770 -3.6219 -0.9830
H -3.5575 -3.5420 -2.7305
C -1.1677 2.9370 -0.8923
O -0.1693 2.3823 -0.0535
C 0.4706 3.4191 0.6943
C 1.8227 3.0023 1.2555
O 1.6846 1.8263 2.0156
C 2.7224 1.6726 2.9641
H -1.8883 3.5314 -0.3245
H -1.6856 2.1039 -1.3736
H -0.7108 3.5866 -1.6502
H -0.1913 3.7175 1.5138
H 0.6357 4.2860 0.0393
H 2.1699 3.8343 1.8849
H 2.5504 2.8487 0.4457
H 2.6397 2.4287 3.7518
H 3.7111 1.7433 2.4975
H 2.5984 0.6853 3.4014
O -2.1941 -0.0580 -0.1281
S -3.1537 -1.2205 0.0469
C -4.1622 -0.9004 1.5521
C -5.3687 -0.0800 1.1304
C -5.8162 -0.6815 -0.1960
C -4.5637 -0.7440 -1.0526
H -3.5275 -0.4356 2.2986
H -4.4645 -1.8903 1.8960
H -5.0854 0.9641 0.9824
H -6.1583 -0.1198 1.8798
H -6.5812 -0.0725 -0.6781
H -6.2264 -1.6807 -0.0375
H -4.2927 0.2380 -1.4385
H -4.6371 -1.4595 -1.8673
C -0.3957 2.8532 -4.6504
As -1.0672 1.0901 -4.1363
C -0.8191 0.0681 -5.7647
C -3.0094 1.2992 -3.9995
S -0.0487 0.0590 -2.5682
H -1.0974 3.2861 -5.3619
H 0.5704 2.7272 -5.1404
H -0.2833 3.5266 -3.8043
H -1.2221 0.6509 -6.5943
H -1.3353 -0.8897 -5.7106
H 0.2442 -0.1083 -5.9350
H -3.3748 1.6862 -4.9499
H -3.2887 1.9955 -3.2094
H -3.4629 0.3243 -3.8225
*
```

As for the expectation value of S²: 0.760. As for the lowest unoccupied orbital energy (alpha / beta): -6.80 / -6.19 eV. For the energy, the calculation gives -167269.825 eV. The gap between HOMO and LUMO (alpha / beta) is 6.674 / 7.282 eV. For the energy relative to the best compared isomer or geometry (same formula, charge and spin), the calculation gives 83.4 kJ/mol.



Record 2
# C48H99F9O24

A 9-piece molecular cluster, C48H99F9O24 overall at a distorted geometry (ωB97M-V/def2-TZVPD, the OMol25 dataset).

The geometry in ORCA input format:
```
! wB97M-V def2-TZVPD RIJCOSX def2/J DEFGRID3
* xyz 1 2
C 6.3475 17.2766 -12.9729
O 6.5218 18.4936 -12.3001
C 7.0368 18.4250 -10.9849
C 8.5303 18.0735 -10.8745
O 9.3802 19.1582 -11.2633
C 9.7037 19.3514 -12.6516
C 10.5576 20.6308 -12.8803
O 11.8362 20.6086 -12.2840
C 12.5082 21.8464 -12.2939
H 5.6916 17.4280 -13.8302
H 5.9946 16.3988 -12.4314
H 7.2958 16.9284 -13.3823
H 6.3750 17.8936 -10.3009
H 6.8509 19.4289 -10.6031
H 8.7949 17.1309 -11.3537
H 8.7191 17.8828 -9.8180
H 8.8283 19.3745 -13.3006
H 10.2268 18.5426 -13.1617
H 10.0206 21.4459 -12.3951
H 10.5235 20.9757 -13.9138
H 13.0652 22.0795 -13.2014
H 13.2687 21.8726 -11.5136
H 11.8232 22.6869 -12.1823
C 8.8302 14.5674 -8.3887
O 9.8698 15.5039 -8.1292
C 10.9041 15.2024 -7.2246
C 11.6332 16.4516 -6.7304
O 12.3623 16.9863 -7.7807
C 11.6395 17.5671 -8.8456
C 12.6243 18.5896 -9.4867
O 12.8414 19.6461 -8.5660
C 12.0436 20.8211 -8.7121
H 8.2347 15.0227 -9.1801
H 8.2131 14.2167 -7.5614
H 9.2239 13.6321 -8.7866
H 11.6463 14.5284 -7.6523
H 10.5091 14.7059 -6.3383
H 12.3501 16.1079 -5.9847
H 10.9561 17.2455 -6.4152
H 10.7124 17.9980 -8.4676
H 11.3060 16.7830 -9.5253
H 12.2318 18.9811 -10.4252
H 13.5908 18.1143 -9.6539
H 12.1772 21.2727 -9.6951
H 12.4082 21.4882 -7.9309
H 10.9605 20.7114 -8.6569
C 6.4847 22.8225 -12.3079
O 7.5380 23.5772 -12.7848
C 8.3815 24.2042 -11.8414
C 9.3796 25.1821 -12.5102
O 10.1715 25.7833 -11.4947
C 11.2343 26.5820 -11.8762
C 12.4434 25.7906 -12.3571
O 12.5094 25.6419 -13.7321
C 13.6149 24.9712 -14.2532
H 6.7483 22.1548 -11.4876
H 6.0291 22.3388 -13.1719
H 5.6816 23.4518 -11.9245
H 8.9755 23.4213 -11.3700
H 7.8603 24.7438 -11.0506
H 8.7920 25.9064 -13.0744
H 10.0153 24.6415 -13.2115
H 11.5220 27.2547 -11.0682
H 10.9072 27.2363 -12.6843
H 12.5677 24.8504 -11.8198
H 13.3318 26.3932 -12.1681
H 13.5282 24.6938 -15.3038
H 13.7296 24.0015 -13.7689
H 14.5440 25.4986 -14.0371
C 18.1835 18.9909 -10.3521
O 18.5546 20.3387 -10.0239
C 18.5302 21.3189 -11.0378
C 17.1314 21.7808 -11.4815
O 16.4171 22.4377 -10.4222
C 15.7309 21.5906 -9.4832
C 15.0451 22.2378 -8.2152
O 13.9933 23.0658 -8.5350
C 14.1573 24.1499 -9.4595
H 18.6215 18.2082 -9.7327
H 18.4590 18.7817 -11.3857
H 17.1054 18.8843 -10.2328
H 19.0766 20.8942 -11.8800
H 19.1373 22.1275 -10.6309
H 16.5662 20.8959 -11.7742
H 17.2981 22.4806 -12.3004
H 16.3062 20.7713 -9.0520
H 15.0102 21.0275 -10.0762
H 15.9089 22.7008 -7.7382
H 14.7719 21.5248 -7.4373
H 15.0466 24.7367 -9.2294
H 13.2717 24.7840 -9.5008
H 14.3091 23.6610 -10.4218
C 12.1001 25.2162 -21.2109
O 13.0843 25.0587 -20.1816
C 14.4472 24.9130 -20.6294
C 15.4902 24.5437 -19.5610
O 15.2501 23.1867 -19.1682
C 14.1997 22.9760 -18.1622
C 14.4199 21.6869 -17.3351
O 13.4236 21.4623 -16.3778
C 13.8066 20.4519 -15.4416
H 11.0664 25.3531 -20.8935
H 12.0272 24.4752 -22.0070
H 12.3362 26.1902 -21.6395
H 14.6903 25.8723 -21.0862
H 14.5744 24.1879 -21.4333
H 15.5252 25.2496 -18.7312
H 16.4724 24.7187 -20.0001
H 13.2615 22.9524 -18.7167
H 14.2769 23.8503 -17.5159
H 15.4076 21.5890 -16.8845
H 14.2935 20.8717 -18.0475
H 13.9846 19.5520 -16.0303
H 13.0472 20.2178 -14.6955
H 14.6963 20.7053 -14.8651
C 3.2798 19.6662 -12.0391
O 2.6930 19.8383 -13.2812
C 3.4571 19.8613 -14.4337
C 2.5920 20.2268 -15.6899
O 1.8244 21.4661 -15.5296
C 0.5994 21.3123 -14.7865
C -0.3657 22.5095 -15.1096
O -1.3007 22.2816 -16.1601
C -0.6853 22.2380 -17.4706
H 3.8854 18.7616 -11.9838
H 2.5989 19.5872 -11.1916
H 3.8758 20.5325 -11.7516
H 4.0663 18.9665 -14.5614
H 4.1128 20.7135 -14.2546
H 1.8491 19.4514 -15.8770
H 3.2622 20.2539 -16.5491
H 0.7820 21.2448 -13.7140
H 0.0157 20.3983 -14.8958
H 0.2410 23.3894 -15.3240
H -0.9187 22.7104 -14.1920
H 0.1518 21.5460 -17.5619
H -0.4256 23.2137 -17.8812
H -1.3442 21.8308 -18.2375
C 8.4669 18.0054 -18.2387
C 9.1448 17.4907 -17.0120
O 9.1217 16.1242 -16.8946
C 8.0924 15.5021 -16.3459
O 7.1085 16.0888 -15.9418
C 8.2453 14.0199 -16.3927
F 8.2948 13.5420 -15.1825
F 7.2155 13.5258 -16.9959
F 9.3332 13.5901 -17.0628
H 8.8327 17.4076 -19.0735
H 8.7398 19.0451 -18.4195
H 7.3855 17.8701 -18.2157
H 8.7313 17.9458 -16.1120
H 10.1895 17.8013 -17.0253
C 9.7990 25.0593 -7.4656
C 9.8659 23.9380 -8.5179
O 9.5268 22.6283 -8.0625
C 8.2185 22.1495 -7.9758
O 7.2852 22.8705 -8.3310
C 7.9877 20.7629 -7.3265
F 7.3633 19.9592 -8.1612
F 9.0977 20.1669 -6.9779
F 7.2422 20.9550 -6.2475
H 8.7807 25.2800 -7.1455
H 10.1707 25.9920 -7.8898
H 10.4474 24.8775 -6.6085
H 10.8842 23.8047 -8.8831
H 9.3080 24.1992 -9.4171
C 12.9290 11.9094 -16.5576
C 13.7060 13.1489 -16.0985
O 12.8976 14.2569 -15.6826
C 12.0497 14.2321 -14.6508
O 11.8478 13.2284 -13.9772
C 11.3985 15.6351 -14.2806
F 11.9234 16.1111 -13.1124
F 11.5419 16.5200 -15.2693
F 10.1104 15.5301 -14.0353
H 13.6524 11.1893 -16.9400
H 12.1095 12.0452 -17.2633
H 12.5385 11.3246 -15.7247
H 14.3456 13.4767 -16.9179
H 14.2820 12.8348 -15.2281
*
```

As for the expectation value of S²: 0.755. As for the lowest unoccupied orbital energy (alpha / beta): -1.82 / -7.84 eV. For the energy, the calculation gives -124956.915 eV. The gap between HOMO and LUMO (alpha / beta) is 8.517 / 2.494 eV.



Record 3
# C6H15BO4

One molecule with the formula C6H15BO4 at a distorted geometry (ωB97M-V/def2-TZVPD, the OMol25 dataset).

The geometry in ORCA input format:
```
! wB97M-V def2-TZVPD RIJCOSX def2/J DEFGRID3
* xyz 0 1
C 3.5180 -0.6911 0.7655
C 1.9833 -0.5384 0.5198
O 1.6940 -1.0534 -0.7757
B 0.3347 -1.0475 -1.1122
O -0.0053 -1.7307 -2.2941
C -0.8622 -0.3110 -0.3471
C -1.1488 1.0213 -1.1371
O -1.7651 2.0100 -0.3327
C -0.8511 2.6191 0.5741
O -2.0290 -1.1351 -0.5128
C -2.8327 -1.1638 0.6531
H 4.0538 0.2683 0.7143
H 3.9380 -1.3261 -0.0314
H 3.7510 -1.1721 1.7251
H 1.7663 0.5438 0.5638
H 1.4753 -1.0835 1.3306
H 0.8193 -1.8982 -2.7499
H -0.6745 -0.0560 0.7065
H -0.2389 1.3985 -1.6495
H -1.8694 0.7878 -1.9350
H -0.7657 3.7038 0.4178
H 0.1449 2.1525 0.4466
H -1.1891 2.3760 1.5970
H -3.6522 -0.4228 0.6072
H -2.2608 -1.1003 1.5923
H -3.3335 -2.1511 0.6636
*
```

As for the lowest unoccupied orbital energy: 0.62 eV. Its structure (SMILES) is CCOB(O)[C@@H](COC)OC. For the energy, the calculation gives -15332.339 eV. The gap between HOMO and LUMO is 9.682 eV. For the energy relative to the best compared isomer or geometry (same formula, charge and spin), the calculation gives 205.5 kJ/mol.



Record 4
# C18H44O21P3V

C18H44O21P3V as an isolated structure at a distorted geometry (ωB97M-V/def2-TZVPD, the OMol25 dataset).

The geometry in ORCA input format:
```
! wB97M-V def2-TZVPD RIJCOSX def2/J DEFGRID3
* xyz 0 1
O -19.6312 8.3056 11.9177
V -18.1458 8.3541 11.3711
O -17.1180 8.2263 12.5780
O -16.8931 7.9525 7.6166
C -17.2754 8.2123 8.8210
O -18.4504 8.2706 9.0916
O -16.5310 8.1703 9.7768
H -17.7534 7.7393 7.2478
C -16.5455 13.6022 13.2678
O -17.1165 12.3214 12.9906
P -18.0119 12.0700 11.6594
O -18.3372 10.6494 11.3949
O -19.2693 13.0419 11.8593
C -20.4409 12.6020 12.5529
O -17.0935 12.7619 10.5157
C -15.9510 12.0985 10.0237
H -16.7321 13.9032 14.2986
H -16.8407 14.4695 12.6772
H -15.4776 13.3998 13.1859
H -21.1384 13.4246 12.3953
H -20.1655 12.5987 13.6075
H -20.7259 11.6311 12.1475
H -15.1030 12.7064 10.3391
H -15.8729 12.0548 8.9374
H -15.7034 11.1111 10.4134
C -9.9369 5.2344 8.6619
O -10.6187 6.0125 9.6599
P -12.1094 5.5486 10.1964
O -12.2345 4.1361 10.6281
O -13.0818 5.9286 8.9636
C -13.3379 7.2684 8.5720
O -12.4591 6.6994 11.2442
C -13.6908 6.7769 11.8970
H -10.5032 4.3234 8.4684
H -8.9555 4.8808 8.9783
H -9.9348 5.7422 7.6974
H -13.1311 7.3468 7.5046
H -12.6253 7.9536 9.0311
H -14.4064 7.3735 8.7601
H -13.5712 6.7554 12.9802
H -14.2462 5.8726 11.6481
H -14.3354 7.6299 11.6847
C -15.8987 4.2977 10.1951
O -16.3663 4.0542 11.5282
P -17.8128 4.6052 11.9935
O -18.1618 5.9919 11.4884
O -17.7742 4.4401 13.5945
C -16.9614 5.3162 14.3797
O -18.8067 3.4435 11.5346
C -18.8354 2.1599 12.0833
H -14.8186 4.1783 10.1104
H -15.9120 5.3876 10.2071
H -16.6108 3.9352 9.4538
H -16.4794 6.1112 13.8107
H -16.1307 4.8428 14.9032
H -17.6254 5.7101 15.1491
H -17.9943 1.9467 12.7431
H -18.6874 1.4484 11.2710
H -19.7813 2.0502 12.6138
O -12.8695 11.8003 10.8815
C -12.3618 10.8571 11.4783
O -12.8950 10.2404 12.5566
C -14.0404 10.7514 13.1894
C -14.3313 9.7293 14.3038
C -11.1619 10.1550 10.9477
H -14.8734 10.7908 12.4875
H -13.9280 11.7738 13.5500
H -15.1172 10.1753 14.9133
H -13.5091 9.5466 14.9957
H -14.6260 8.7197 14.0177
H -10.4519 10.0254 11.7646
H -10.6107 10.7357 10.2081
H -11.4826 9.1743 10.5963
O -24.3736 9.2283 12.9221
C -24.8678 8.5433 12.0123
O -24.1807 8.0221 11.0057
C -22.7494 8.2377 10.9026
C -22.1701 7.5899 9.6417
C -26.3375 8.4686 11.8203
H -22.1938 7.8832 11.7708
H -22.5833 9.3089 10.7884
H -22.7056 7.9968 8.7840
H -22.1243 6.5013 9.6740
H -21.1855 8.0414 9.5196
H -26.8330 8.7276 12.7560
H -26.6369 7.4547 11.5546
H -26.8253 9.0595 11.0451
*
```

As for the lowest unoccupied orbital energy: -0.22 eV. For the energy, the calculation gives -115938.908 eV. The gap between HOMO and LUMO is 9.514 eV.